[1]
The following is a DFT calculation (ωB97M-V/def2-TZVPD) of a 9-piece molecular cluster, C26H40Br2F7NO33S8 overall at a distorted geometry.

Summary:
LUMO level: 0.2 eV
Gap between HOMO and LUMO: 9.04 eV

```
! wB97M-V def2-TZVPD RIJCOSX def2/J DEFGRID3
* xyz 0 1
C 6.2448 -5.6514 3.7961
C 7.5514 -5.2635 4.4434
Br 8.7472 -6.6999 4.7403
C 7.8657 -4.0180 4.8034
Br 6.5829 -2.6661 4.5468
C 9.2239 -3.6129 5.4018
N 9.1044 -2.3368 6.1344
C 9.4627 -1.2426 5.3486
O 8.9210 -0.1595 5.2884
C 10.6798 -1.7890 4.6087
C 10.1091 -3.1439 4.1616
C 11.2955 -4.0374 3.7200
F 11.4473 -5.0857 4.5614
F 12.4736 -3.3576 3.7424
C 11.1792 -4.5961 2.2841
F 12.1698 -5.5051 2.1314
F 10.0272 -5.2408 2.0826
C 11.3865 -3.5275 1.1499
F 11.0904 -2.2941 1.5479
F 12.6153 -3.5665 0.6678
F 10.5703 -3.8278 0.1382
H 5.4386 -5.7103 4.5287
H 6.3732 -6.6086 3.2880
H 6.0115 -4.9341 3.0061
H 9.6449 -4.3675 6.0609
H 8.2806 -2.2228 6.7097
H 11.3779 -1.9084 5.4398
H 11.0670 -1.1710 3.8054
H 9.4078 -3.0759 3.3282
O 6.7518 -2.7181 1.3088
S 5.3587 -2.4686 1.1658
O 4.3943 -3.4267 1.5756
O 5.0902 -2.0498 -0.3445
C 4.4563 -0.7523 -0.3958
C 4.9603 -0.0439 0.8414
O 4.9978 -1.0703 1.8459
H 3.3826 -0.8839 -0.3590
H 4.7269 -0.2378 -1.3127
H 4.3088 0.7678 1.1519
H 5.9762 0.3349 0.7066
O 2.1531 -1.4033 -2.6034
S 1.4204 -0.3847 -1.9293
O 2.0494 0.5212 -1.0295
O 0.1912 -1.0663 -1.1873
C -1.0527 -0.4674 -1.6141
C -0.7641 -0.0077 -3.0249
O 0.6031 0.4668 -2.9804
H -1.2761 0.3706 -0.9567
H -1.8581 -1.1904 -1.5629
H -1.4152 0.7743 -3.3640
H -0.8065 -0.8417 -3.7272
O -3.2760 0.1554 -3.8662
S -4.0662 0.6945 -2.8117
O -3.7119 0.5287 -1.4472
O -5.5641 0.2258 -3.0388
C -6.4338 1.3665 -3.1481
C -5.5541 2.4529 -3.7262
O -4.2816 2.2490 -3.0868
H -6.7908 1.6265 -2.1517
H -7.2830 1.1340 -3.7828
H -5.9244 3.4525 -3.5200
H -5.4175 2.3312 -4.8026
O -7.6929 -1.1175 -2.1430
S -7.7540 -0.7446 -0.7732
O -8.1209 0.5584 -0.3563
O -6.3698 -1.1393 -0.0790
C -6.6012 -2.0380 1.0147
C -7.8555 -2.7914 0.6234
O -8.6758 -1.8020 -0.0102
H -6.7544 -1.4466 1.9192
H -5.7433 -2.6914 1.1481
H -8.3755 -3.2185 1.4759
H -7.6403 -3.5770 -0.1041
O 2.2257 1.9114 -3.8366
S 2.5123 3.2829 -4.0576
O 1.4730 4.2363 -4.2042
O 3.5203 3.3990 -5.2980
C 4.7136 4.0912 -4.9094
C 4.8639 3.7827 -3.4345
O 3.5219 3.8057 -2.9324
H 4.5651 5.1587 -5.0821
H 5.5563 3.7421 -5.4998
H 5.4723 4.5140 -2.9102
H 5.2749 2.7836 -3.2734
O -8.9830 1.3012 1.6064
S -9.9922 2.2598 1.8783
O -11.3330 2.0553 1.4608
O -9.4833 3.6804 1.3561
C -9.4879 4.6406 2.4304
C -9.2532 3.8126 3.6735
O -10.0021 2.6120 3.4428
H -10.4628 5.1296 2.4649
H -8.7100 5.3828 2.2687
H -9.6024 4.3064 4.5760
H -8.2007 3.5421 3.7882
O -11.8928 6.2133 3.2648
S -13.3000 6.3970 3.1379
O -14.2123 5.4283 3.6181
O -13.6154 6.7308 1.6102
C -14.2972 7.9890 1.5033
C -13.7978 8.7865 2.6899
O -13.6982 7.8188 3.7447
H -15.3709 7.8046 1.5646
H -14.0639 8.4601 0.5527
H -14.4736 9.5863 2.9778
H -12.8033 9.1981 2.5062
O 2.7162 -5.5514 -7.5346
S 1.7088 -4.5851 -7.2776
O 0.3735 -4.7746 -7.7183
O 2.2405 -3.1640 -7.7869
C 2.2298 -2.2142 -6.7111
C 2.4361 -3.0490 -5.4669
O 1.6807 -4.2458 -5.7181
H 1.2586 -1.7152 -6.7026
H 3.0135 -1.4757 -6.8553
H 2.0828 -2.5534 -4.5689
H 3.4849 -3.3254 -5.3412
*
```



[2]
The following is a DFT calculation (ωB97M-V/def2-TZVPD) of C26H40BrCaNOP2 as an isolated structure at a distorted geometry.

Summary:
LUMO level (spin up / spin down): -6.5 / -6.5 eV
Gap between HOMO and LUMO (spin up / spin down): 5.59 / 5.73 eV
Energy relative to the best compared isomer or geometry (same formula, charge and spin): 0.0 kcal/mol

```
! wB97M-V def2-TZVPD RIJCOSX def2/J DEFGRID3
* xyz 2 1
N -4.4175 5.3796 -2.4744
C -3.7367 5.7495 -1.3915
C -2.5256 5.1542 -1.0319
C -2.0446 4.0699 -1.8044
C -2.7632 3.7174 -2.9676
C -3.9552 4.3962 -3.2433
C -0.9610 3.2587 -1.2866
Ca 1.3302 2.8167 -0.6931
P 3.8778 1.7666 -0.1910
C -0.5376 2.0264 -1.8323
C -0.7135 0.7546 -1.1506
C -0.2380 -0.4464 -1.7526
C -0.1806 -1.6111 -1.0642
C -0.6042 -1.6808 0.3578
C -1.4307 -0.5130 0.7796
C -1.3937 0.6585 0.0876
Br 1.0142 -1.6925 1.4851
H -0.6677 3.5616 -0.2483
H -0.1977 1.9833 -2.8832
H -2.0098 5.5016 -0.1370
H -2.4312 2.9085 -3.6097
H -4.1564 6.5516 -0.7792
H -4.5542 4.1338 -4.1149
H 0.1153 -0.3735 -2.7878
H -1.9143 1.5562 0.4461
H 0.3406 -2.4710 -1.4795
H -1.9193 -0.5868 1.7550
P -1.5008 -3.3358 0.6738
C 3.3395 3.2184 0.8979
C 4.4662 3.6469 1.8540
H 2.4365 2.9470 1.4806
H 3.1310 4.0754 0.2226
H 4.1590 4.5316 2.4197
H 4.7215 2.8628 2.5803
H 5.3714 3.9180 1.2969
C 2.5312 0.7645 -1.0777
C 3.0974 -0.5600 -1.6320
H 2.1798 1.3523 -1.9643
H 1.6983 0.5801 -0.3564
H 2.4027 -0.9405 -2.3918
H 4.0772 -0.4019 -2.1081
H 3.1818 -1.3261 -0.8508
C 4.0544 0.5679 1.2440
C 5.4814 0.4164 1.7688
H 3.6769 -0.4063 0.9090
H 3.3838 0.9096 2.0509
H 5.4725 -0.3253 2.5780
H 6.1581 0.0466 0.9870
H 5.8939 1.3485 2.1719
C -1.7169 -3.5070 2.4680
C -1.7481 -4.9435 2.9922
H -2.6476 -2.9830 2.7307
H -0.8927 -2.9511 2.9378
H -2.5441 -5.5256 2.5094
H -0.7899 -5.4585 2.8377
H -1.9623 -4.9206 4.0688
C -0.4253 -4.6140 -0.0189
C -0.6364 -4.9618 -1.4910
H -0.5856 -5.4994 0.6098
H 0.6041 -4.2813 0.1704
H -1.4823 -5.6454 -1.6210
H -0.8065 -4.0842 -2.1207
H 0.2586 -5.4661 -1.8702
C -3.0897 -3.3116 -0.1954
C -4.2596 -2.6563 0.5421
H -3.3221 -4.3615 -0.4315
H -2.8980 -2.8016 -1.1526
H -4.1129 -1.5739 0.6447
H -5.1762 -2.8048 -0.0435
H -4.4174 -3.0890 1.5394
O -0.4025 2.4850 2.5240
C 0.3143 2.4951 1.6275
*
```